Entry 1:
Formula: C2H18O6
Source: OMol25
Level of theory: ωB97M-V/def2-TZVPD

```
26
Properties=species:S:1:pos:R:3:forces:R:3
C -0.3680 -5.6427 -4.5397 1.276 -1.919 3.332
C -0.2783 -4.5355 -3.4300 0.184 0.098 -1.042
H -1.2565 -6.2830 -4.5377 0.024 0.473 0.008
H 0.4908 -6.3226 -4.3158 -0.776 -0.197 0.397
H -0.0364 -5.4711 -5.5115 -0.212 1.628 -1.807
H -0.6428 -3.6163 -3.8617 -0.490 0.463 0.361
H -0.6274 -4.6844 -2.3997 -0.985 -0.583 -0.716
H 0.7406 -4.3240 -3.1669 0.979 0.043 -0.529
O -0.8311 -2.3291 2.3704 4.411 -1.070 -1.066
H -0.1678 -1.6363 2.0100 -1.937 -1.220 0.897
H -0.1502 -3.1367 2.3704 -2.498 2.310 0.180
O -0.0983 2.5754 2.4243 -2.094 -0.902 -3.240
H -0.2428 3.4895 2.5654 0.368 1.789 0.582
H -0.6877 2.5505 1.5542 1.767 -0.972 2.312
O 2.2850 3.0533 -0.5807 -1.774 -2.373 -0.966
H 2.6228 3.6682 0.0034 1.148 1.989 1.808
H 2.7103 3.1632 -1.4132 0.554 0.260 -0.866
O 0.0816 4.5565 4.7455 1.375 -2.018 1.366
H -0.3102 3.8126 4.2732 -0.523 0.165 -0.204
H 0.6596 3.9669 5.3378 -0.902 1.774 -0.914
O 0.4988 0.2844 -1.6102 -0.299 -1.429 -0.075
H 1.0258 0.6875 -0.9295 0.601 0.594 0.477
H 0.3567 -0.6258 -1.2581 0.010 0.962 -0.529
O -1.5633 1.0491 -0.0813 -3.362 -0.199 5.147
H -1.0770 1.1324 -0.8181 2.457 0.372 -4.617
H -2.5124 1.1817 -0.2274 0.699 -0.039 -0.298
```
Positions in Å, forces in eV/Å.

HOMO level ... -11.4 eV
Kohn-Sham gap ... 11.69 eV
Structure (SMILES) ... CC.O.O.O.O.O.O
Spin multiplicity ... 1
F_max ... 6.15 eV/Å
Energy above the lowest of the compared OMol25 structures with the same formula, charge and spin ... 51.18 kcal per mole
LUMO energy ... 0.31 eV

=====

Entry 2:
Formula: C2H18O7
Source: OMol25
Level of theory: ωB97M-V/def2-TZVPD

```
27
Properties=species:S:1:pos:R:3:forces:R:3
C 0.0779 1.6053 -0.6609 0.061 -1.191 -0.450
C -0.7448 0.2869 -0.9563 1.845 1.191 1.101
O -1.9252 0.4732 -0.2526 -1.870 -0.276 0.182
H 1.0873 1.5637 -1.0702 -0.079 0.086 -0.331
H 0.2128 1.7870 0.4053 -0.271 -0.431 0.109
H -0.4577 2.4796 -1.0310 0.002 -0.143 -0.303
H -0.3521 -0.6097 -0.4767 1.245 0.087 -0.357
H -0.8629 0.0439 -2.0123 -0.161 0.427 -0.220
H -2.1240 -0.4173 0.0460 -0.783 0.263 0.256
O -5.1176 3.8917 -2.6149 -0.226 0.011 -0.060
H -4.5111 4.5860 -2.8722 0.117 0.194 -0.077
H -4.5691 3.2475 -2.1674 0.119 -0.222 0.150
O 3.8861 3.0183 -6.3700 0.040 -0.175 0.133
H 3.0318 3.3257 -6.6732 -0.240 0.041 -0.059
H 4.5098 3.6487 -6.7305 0.199 0.135 -0.073
O -5.6534 -4.5514 1.5008 0.198 0.143 -0.057
H -5.4975 -5.3998 1.9156 0.059 -0.219 0.093
H -6.6066 -4.4658 1.4804 -0.246 0.074 -0.030
O 5.8822 1.9298 2.4662 0.022 -0.220 -0.089
H 6.0058 2.1816 3.3814 0.059 0.024 0.250
H 5.5188 2.7111 2.0494 -0.092 0.179 -0.155
O 3.9493 -2.7689 3.5678 0.132 -0.159 0.092
H 2.9974 -2.7169 3.4822 -0.280 -0.061 0.006
H 4.2688 -1.9454 3.1992 0.144 0.219 -0.100
O -0.6527 -4.5250 3.6004 0.214 0.090 0.068
H -1.4769 -4.0403 3.6435 -0.208 0.160 0.036
H -0.8765 -5.3394 3.1499 0.001 -0.225 -0.115
```
Positions in Å, forces in eV/Å.

HOMO level ... -10.3 eV
Kohn-Sham gap ... 10.65 eV
Structure (SMILES) ... CCO.O.O.O.O.O.O
Spin multiplicity ... 1
F_max ... 2.46 eV/Å
Energy above the lowest of the compared OMol25 structures with the same formula, charge and spin ... 38.80 kcal per mole
LUMO energy ... 0.31 eV

=====

Entry 3:
Formula: C2H19O16V
Source: OMol25
Level of theory: ωB97M-V/def2-TZVPD

```
38
Properties=species:S:1:pos:R:3:forces:R:3
O 0.4019 -1.0546 -1.1665 0.458 2.413 -1.972
V 0.4049 0.4724 -1.8335 -2.904 -5.218 1.197
C 0.4189 1.1164 0.6055 -0.411 -0.439 -0.330
O 1.4979 0.7994 0.1215 3.426 -0.143 0.559
O 0.2099 1.1214 1.9195 0.215 -0.158 0.760
O -0.5001 1.3294 -0.2055 -1.561 1.739 0.691
H 0.9209 0.6074 2.3795 -0.554 0.476 -0.611
C -1.1081 -0.0916 -3.5705 -6.461 -4.876 2.931
O -1.4881 0.5524 -2.4395 1.737 2.100 -0.610
O 0.0949 -0.3156 -3.5905 5.823 1.577 -1.892
O -1.9281 -0.9176 -4.0295 -0.107 1.826 -1.696
O 0.8679 2.2764 -2.6495 -1.055 1.880 -0.060
H 0.0639 2.7614 -2.9375 0.194 -0.430 0.557
H 1.5189 2.4874 -3.2925 1.036 0.011 -0.813
O 1.4099 -1.4726 2.7205 0.798 0.367 0.894
H 2.1069 -2.0986 2.4835 -0.248 0.191 0.222
H 0.7509 -1.6536 2.0465 -0.743 -0.526 -0.809
O -1.1801 -0.9266 4.5515 0.225 -0.016 -1.603
H -1.1561 -1.0066 5.4795 -0.015 -0.102 1.700
H -0.3231 -1.2676 4.2555 -0.107 0.090 -0.156
O 3.0959 -1.3286 0.0715 0.967 -0.689 -0.264
H 3.3719 -1.9936 0.7135 -0.202 0.339 -0.274
H 2.5899 -0.6346 0.5055 -0.457 0.392 0.244
O -2.1341 -0.9456 0.5365 -1.669 -0.247 -0.834
H -1.3971 -1.5146 0.7325 0.744 -0.260 0.207
H -2.4961 -1.3336 -0.2955 0.457 0.794 0.768
O -2.3651 3.1684 -1.1825 1.206 0.828 1.385
H -2.9661 2.6524 -1.6825 -0.671 -1.084 -0.621
H -2.0021 2.5724 -0.4795 -0.458 0.374 -0.990
O 0.1409 -2.4896 0.6125 -0.674 -2.387 2.511
H -0.5031 -3.1856 0.3875 0.660 0.553 -0.042
H 0.3429 -1.9096 -0.1635 0.048 0.428 -1.224
O -2.5601 1.9344 2.1535 -1.297 1.232 0.358
H -1.6631 1.8414 1.8785 0.808 -0.581 -0.155
H -2.8791 1.0834 2.4345 0.237 -0.626 -0.111
O 2.4889 -0.0536 -2.3515 -0.085 0.848 -0.194
H 2.8219 -0.6426 -1.6765 0.346 -0.625 0.652
H 3.1299 0.0604 -3.0415 0.295 -0.053 -0.375
```
Positions in Å, forces in eV/Å.

Total charge ... -1
HOMO level (spin up / spin down) ... -5.0 / -5.2 eV
Kohn-Sham gap (spin up / spin down) ... 7.13 / 7.30 eV
⟨S²⟩ ... 0.766
Spin multiplicity ... 2
F_max ... 8.61 eV/Å
LUMO energy (spin up / spin down) ... 2.12 / 2.11 eV

=====

Entry 4:
Formula: C2H20NO13
Source: OMol25
Level of theory: ωB97M-V/def2-TZVPD

```
36
Properties=species:S:1:pos:R:3:forces:R:3
O -1.4137 -3.3844 1.4128 -0.429 0.254 0.245
C -0.9824 -3.0070 0.1998 0.514 -0.869 1.113
C -1.7865 -3.4309 -1.0765 -1.810 -0.663 -0.453
O -2.3791 -4.6683 -1.1553 0.838 0.043 -0.087
H 0.0663 -3.4174 0.0947 0.228 0.092 -0.645
H -0.8779 -1.8806 0.1153 0.052 0.266 -0.381
H -1.1315 -3.2178 -1.9600 0.270 0.177 0.127
H -2.6417 -2.6876 -1.1619 0.302 0.459 0.178
N 0.4269 0.8187 0.3223 0.034 0.592 0.240
O 1.2803 0.3922 1.1054 -0.557 0.112 -0.604
O -0.5935 1.4218 0.7408 0.400 -0.227 -0.345
O 0.6024 0.7323 -0.9413 0.059 0.055 0.438
O -2.0317 1.3926 -2.5373 0.007 0.252 -0.017
H -2.4609 0.7542 -1.9530 0.109 -0.099 -0.022
H -1.1040 1.3426 -2.2637 -0.022 -0.215 0.186
O 1.4260 -1.9389 -2.2203 0.262 0.215 -0.267
H 2.3090 -2.0010 -1.8448 -0.048 0.052 0.122
H 0.9392 -1.3887 -1.5860 -0.216 -0.338 -0.025
O -3.8491 2.1585 1.6642 -0.226 0.346 -0.081
H -3.0120 2.3384 1.2128 0.086 -0.163 0.131
H -4.3273 2.9876 1.5668 0.057 0.011 -0.052
O -1.5827 4.0609 0.3613 0.103 0.246 -0.093
H -1.9160 4.4853 -0.4338 0.014 -0.197 -0.091
H -1.0622 3.2963 0.0537 -0.186 -0.234 0.251
O -2.3843 -0.3230 2.3994 -0.136 0.562 0.363
H -1.9019 0.0955 1.6733 0.003 -0.241 0.115
H -1.6959 -0.7177 2.9422 0.041 -0.457 -0.392
O 3.7396 2.1105 1.3752 0.270 0.396 -0.224
H 3.2102 1.6824 0.6823 -0.076 -0.266 0.267
H 3.3867 3.0024 1.4351 -0.153 -0.075 0.036
O 4.5287 -0.9615 1.3450 0.216 -0.271 0.080
H 3.9080 -1.6986 1.3345 -0.087 0.114 0.012
H 4.1100 -0.3144 0.7632 -0.122 0.004 -0.130
O 3.2680 0.3561 -1.0742 0.422 0.239 0.110
H 3.6472 1.1417 -1.4783 -0.083 -0.059 -0.116
H 2.2862 0.4678 -1.1137 -0.137 -0.112 0.012
```
Positions in Å, forces in eV/Å.

Total charge ... -3
HOMO level ... 4.6 eV
Kohn-Sham gap ... 1.79 eV
Spin multiplicity ... 1
F_max ... 1.98 eV/Å
LUMO energy ... 6.36 eV